# 1
The following is a quantum chemistry calculation of a structure of composition C27H23NO4S2 in a non-equilibrium geometry, from the Open Molecules 2025 dataset.

The geometry in XYZ format:
```
57
Properties=species:S:1:pos:R:3:mulliken_charge:R:1
C 5.003 3.637 -0.195 -0.4315
C 4.907 3.511 1.193 -0.5946
C 4.010 2.601 1.746 -0.5514
C 3.213 1.833 0.899 0.4723
S 2.184 0.599 1.720 0.9087
C 0.801 -0.498 1.321 0.2414
S 1.046 -2.287 1.170 1.6213
C 0.590 -2.673 -0.520 0.0103
C -0.756 -2.914 -0.812 -0.2691
C -1.171 -3.037 -2.138 -0.4683
C -0.234 -3.029 -3.175 -0.4990
C 1.124 -2.909 -2.869 -0.4965
C 1.539 -2.736 -1.548 -0.3022
O 2.492 -2.414 1.212 -0.6985
O 0.161 -2.962 2.093 -0.7043
O 2.465 0.544 3.162 -0.7125
O 0.769 1.635 1.422 -0.5864
C 3.311 1.924 -0.492 -0.3904
C 4.213 2.845 -1.035 -0.7711
H 5.704 4.354 -0.627 0.3642
H 5.525 4.107 1.861 0.3742
H 3.912 2.473 2.823 0.3941
H 0.635 -0.343 0.247 -0.4398
H -1.473 -2.990 0.000 0.3971
H -2.235 -3.136 -2.354 0.4172
H -0.564 -3.125 -4.212 0.3944
H 1.864 -2.939 -3.671 0.3967
H 2.599 -2.649 -1.317 0.4745
H 2.689 1.284 -1.120 0.4655
H 4.295 2.934 -2.119 0.3840
C -0.832 1.365 3.040 -1.2510
C -0.245 0.676 1.801 0.2779
N -1.330 0.578 0.809 0.3894
C -2.472 -0.197 1.067 0.3050
C -2.798 -0.933 2.195 -0.3134
C -4.018 -1.634 2.188 -1.1643
C -4.833 -1.647 1.045 -0.6930
C -4.458 -0.965 -0.119 -0.4618
C -3.277 -0.227 -0.099 0.8035
C -2.541 0.456 -1.131 -0.3642
C -1.344 0.954 -0.539 0.6640
C -0.378 1.577 -1.304 -0.7739
C -0.554 1.600 -2.697 -0.6631
C -1.709 1.054 -3.289 -0.8098
C -2.727 0.503 -2.505 -0.3122
H -0.043 1.437 3.789 0.3835
H -1.087 2.367 2.684 0.4294
H -1.721 0.877 3.433 0.3555
H -0.163 -0.440 2.248 0.2143
H -2.134 -0.964 3.058 0.3326
H -4.341 -2.170 3.081 0.3909
H -5.770 -2.203 1.066 0.3914
H -5.056 -0.971 -1.032 0.4187
H 0.476 2.052 -0.823 0.7895
H 0.208 2.050 -3.338 0.4427
H -1.818 1.071 -4.372 0.3903
H -3.652 0.096 -2.920 0.4280
```

Properties
- Total charge: 0
- Relative energy (zero: lowest compared OMol25 entry of this formula, charge and spin): 5.722 eV
- Frontier orbital gap: 6.39 eV
- LUMO level: 0.0 eV


# 2
The following is a quantum chemistry calculation of a cluster of 5 separate species, C27H24BN4O17 in total in a non-equilibrium geometry, from the Open Molecules 2025 dataset.

The geometry in XYZ format:
```
73
Properties=species:S:1:pos:R:3:mulliken_charge:R:1
C -2.615 -3.157 -0.768 -0.7087
B -1.088 -3.692 -1.191 0.2305
O -0.760 -4.021 -2.603 -0.5546
C 0.015 -3.790 0.024 0.2271
N 0.533 -2.409 0.467 -0.0988
C 1.485 -2.874 1.555 0.2210
N 2.180 -1.875 2.192 -0.1494
N 1.466 -4.377 1.719 -0.0665
N 0.597 -4.965 0.784 -0.1070
H -3.388 -3.951 -1.149 0.2866
H -2.722 -3.091 0.415 0.2443
H -2.809 -2.071 -1.191 0.2139
H -0.171 -3.303 -3.015 0.3661
H 3.054 -2.070 2.749 0.1757
H 1.895 -0.872 2.069 0.1709
H 2.033 -4.898 2.441 0.2875
H 0.369 -5.968 0.604 0.2918
C -0.599 1.149 3.443 -0.8678
C -1.355 1.850 4.289 0.2965
C -1.393 3.338 4.241 0.8261
O -2.111 3.955 5.020 -0.5890
C -0.548 4.018 3.246 -0.8556
C 0.210 3.316 2.402 0.3899
C 0.227 1.827 2.432 1.0404
O 0.920 1.209 1.631 -0.6918
O 1.009 3.947 1.466 -0.5723
O -2.132 1.220 5.244 -0.5677
H -0.563 0.067 3.465 0.4447
H -0.572 5.100 3.234 0.4424
H 1.457 3.225 0.975 0.3259
H -2.585 1.942 5.730 0.3543
C 0.056 -0.248 -2.981 -0.4498
C -0.888 0.694 -3.016 -0.1048
C -0.994 1.642 -4.160 0.8652
O -1.884 2.485 -4.172 -0.5757
C -0.006 1.527 -5.244 -0.9403
C 0.940 0.587 -5.207 0.2858
C 1.029 -0.378 -4.077 0.7176
O 1.898 -1.243 -4.081 -0.6421
O 1.874 0.475 -6.221 -0.5536
O -1.804 0.824 -1.988 -0.4366
H 0.143 -0.945 -2.157 0.8121
H -0.083 2.233 -6.060 0.4361
H 2.448 -0.280 -5.965 0.3411
H -2.382 1.575 -2.247 0.3399
C 8.406 -1.080 1.617 -0.8352
C 7.505 -1.637 2.429 0.3888
C 6.186 -2.103 1.919 1.0384
O 5.387 -2.628 2.685 -0.7077
C 5.891 -1.904 0.491 -0.8987
C 6.790 -1.344 -0.320 0.3554
C 8.119 -0.904 0.185 0.7748
O 8.932 -0.409 -0.589 -0.5805
O 6.518 -1.152 -1.662 -0.5426
O 7.766 -1.803 3.777 -0.5448
H 9.369 -0.739 1.974 0.4267
H 4.921 -2.231 0.137 0.4295
H 7.324 -0.732 -2.035 0.3610
H 6.963 -2.229 4.148 0.3348
C -5.616 1.952 0.307 -1.0883
C -6.898 1.926 0.676 0.4011
C -7.981 2.330 -0.263 0.8523
O -9.152 2.278 0.098 -0.5904
C -7.594 2.788 -1.607 -0.8229
C -6.311 2.817 -1.974 0.3864
C -5.231 2.386 -1.044 0.8931
O -4.062 2.407 -1.417 -0.6434
O -5.940 3.248 -3.234 -0.5580
O -7.268 1.521 1.945 -0.5608
H -4.819 1.659 0.979 0.5337
H -8.389 3.095 -2.273 0.4318
H -4.960 3.175 -3.257 0.3103
H -8.247 1.589 1.966 0.3542
```

Properties
- Total charge: +1
- Frontier orbital gap: 7.55 eV
- LUMO level: -4.0 eV